The following is a DFT calculation (ωB97M-V/def2-TZVPD) of 3 unconnected molecules or ions with the total composition C10H20B2INO7.

Values from the calculation:
* electronic energy: -35971.871 eV
* frontier orbital gap: 8.388 eV
* SMILES string: C[C@@H]1COC(=O)O1.C[C@@H]1COC(=O)O1.CN(C)B(O)BI
* max |F|: 0.0193 hartree/bohr

```
! wB97M-V def2-TZVPD RIJCOSX def2/J DEFGRID3
* xyz 0 1
C 2.336 -2.855 -1.515
C 2.648 -1.515 -0.895
C 2.739 -1.519 0.612
O 2.319 -0.186 0.949
C 1.521 0.246 -0.045
O 0.842 1.227 0.005
O 1.571 -0.577 -1.104
H 3.022 -3.621 -1.151
H 1.315 -3.153 -1.287
H 2.418 -2.810 -2.599
H 3.552 -1.087 -1.338
H 3.744 -1.704 0.981
H 2.048 -2.227 1.075
C -4.284 -2.648 -2.556
C -2.833 -2.792 -2.163
C -1.979 -1.579 -2.448
O -0.687 -2.159 -2.673
C -0.880 -3.428 -3.111
O -0.025 -4.120 -3.561
O -2.173 -3.795 -2.957
H -4.711 -1.739 -2.132
H -4.386 -2.620 -3.641
H -4.865 -3.498 -2.198
H -2.750 -3.089 -1.114
H -1.940 -0.878 -1.617
H -2.286 -1.047 -3.352
C 1.420 2.472 3.190
N 0.568 3.655 3.111
C 1.335 4.849 2.717
B -0.611 3.469 2.224
O -0.531 3.411 0.843
B -2.072 3.380 3.046
I -3.593 4.901 2.937
H 2.224 2.664 3.906
H 1.876 2.188 2.233
H 0.844 1.613 3.545
H 1.504 4.873 1.632
H 2.278 4.877 3.257
H 0.735 5.733 2.945
H -0.016 2.655 0.499
H -2.237 2.433 3.751
*
```

These are the natural (NBO) partial charges, in e, on atoms 1 to 6: -0.63 0.06 -0.09 -0.48 1.00 -0.63